[1]
{
  "formula": "C9H12N2O2S",
  "method": "ωB97M-V/def2-TZVPD",
  "charge": 0,
  "largest_force_ev_per_a": 4.37,
  "e_lumo_ev": 0.44,
  "multiplicity": 1,
  "smiles": "CC1=C(C)N2C(=O)C[C@@]2(NC=O)SC1",
  "e_tot_ha": -1008.25839,
  "orbital_gap_ev": 9.119,
  "relative_energy_ev": 2.072,
  "species": ["C", "C", "C", "C", "C", "C", "C", "C", "C", "N", "N", "O", "O", "S", "H", "H", "H", "H", "H", "H", "H", "H", "H", "H", "H", "H"],
  "xyz": [[-1.526, -0.543, 0.261], [-0.885, 0.535, -0.162], [1.198, 1.762, 0.765], [2.874, -0.803, -1.516], [-0.835, -1.683, 0.989], [2.375, 0.895, 1.103], [1.446, -0.267, 0.512], [-3.034, -0.673, 0.179], [-1.655, 1.518, -1.028], [0.426, 0.753, 0.318], [1.740, -0.909, -0.746], [1.063, 2.952, 0.882], [3.900, -0.245, -1.274], [0.773, -1.414, 1.791], [2.799, -1.332, -2.395], [-1.409, -1.842, 1.812], [-0.675, -2.549, 0.284], [3.255, 1.208, 0.493], [2.631, 0.592, 2.049], [-3.306, -1.766, 0.576], [-3.368, -0.437, -0.816], [-3.295, 0.170, 0.849], [-2.297, 2.076, -0.447], [-2.262, 1.055, -1.721], [-0.875, 2.136, -1.547], [0.944, -1.189, -1.207]]
}

---

[2]
{
  "formula": "C9H12N2S",
  "method": "ωB97M-V/def2-TZVPD",
  "charge": 0,
  "largest_force_ev_per_a": 3.85,
  "e_lumo_ev": 0.62,
  "multiplicity": 1,
  "smiles": "C=C(S)Nc1ccccc1NC",
  "e_tot_ha": -857.75043,
  "orbital_gap_ev": 8.132,
  "relative_energy_ev": 2.413,
  "species": ["C", "C", "C", "C", "C", "C", "C", "C", "C", "N", "N", "S", "H", "H", "H", "H", "H", "H", "H", "H", "H", "H", "H", "H"],
  "xyz": [[0.287, -1.560, 2.743], [1.511, -0.963, 2.438], [-0.772, -1.515, 1.819], [1.697, -0.472, 1.145], [-0.652, -0.894, 0.607], [0.606, -0.281, 0.248], [-2.066, 0.143, -1.079], [-1.664, 1.447, -0.796], [1.929, 0.897, -1.425], [-1.701, -0.931, -0.317], [0.622, 0.312, -0.962], [-3.342, 0.112, -2.440], [0.180, -1.965, 3.738], [2.421, -0.921, 3.138], [-1.681, -2.064, 2.246], [2.724, -0.245, 0.910], [-1.291, 1.562, 0.181], [-2.104, 2.262, -1.329], [-0.172, 0.904, -1.236], [1.662, 1.969, -1.502], [2.819, 0.588, -0.809], [2.161, 0.401, -2.357], [-2.211, -1.812, -0.331], [-4.020, -1.040, -2.182]]
}

---

[3]
{
  "formula": "C9H12N3O",
  "method": "ωB97M-V/def2-TZVPD",
  "charge": 1,
  "largest_force_ev_per_a": 4.93,
  "e_lumo_ev": -3.80,
  "multiplicity": 1,
  "e_tot_ha": -589.25511,
  "orbital_gap_ev": 8.752,
  "relative_energy_ev": 5.195,
  "species": ["C", "C", "C", "C", "C", "C", "C", "C", "C", "N", "N", "N", "O", "H", "H", "H", "H", "H", "H", "H", "H", "H", "H", "H", "H"],
  "xyz": [[-3.005, -1.337, 0.243], [-2.066, -2.179, -0.321], [-2.768, 0.023, 0.366], [-0.795, -1.635, -0.598], [-1.453, 0.528, 0.055], [-0.520, -0.325, -0.400], [-1.155, 1.964, 0.313], [1.104, 1.376, -0.410], [3.283, -0.392, 0.972], [0.222, 2.297, -0.045], [0.780, 0.104, -0.614], [1.761, -0.942, -0.782], [2.985, -0.520, -0.378], [-3.938, -1.724, 0.592], [-2.391, -3.195, -0.715], [-3.442, 0.534, 0.911], [-0.139, -2.227, -1.200], [-1.791, 2.479, -0.318], [-1.381, 2.124, 1.394], [2.120, 1.701, -0.727], [3.586, -1.301, 1.291], [2.388, 0.107, 1.373], [4.056, 0.308, 1.000], [0.488, 3.265, 0.023], [2.070, -1.035, -2.024]]
}

---

[4]
{
  "formula": "C9H12N3O",
  "method": "ωB97M-V/def2-TZVPD",
  "charge": 1,
  "largest_force_ev_per_a": 6.93,
  "e_lumo_ev": -3.21,
  "multiplicity": 1,
  "smiles": "[H]/N=C/Nc1ccccc1C(=[NH2+])OC",
  "e_tot_ha": -589.36028,
  "orbital_gap_ev": 9.537,
  "relative_energy_ev": 2.333,
  "species": ["C", "C", "C", "C", "C", "C", "C", "C", "C", "N", "N", "N", "O", "H", "H", "H", "H", "H", "H", "H", "H", "H", "H", "H", "H"],
  "xyz": [[1.218, 2.404, 0.774], [1.393, 1.906, 2.098], [0.942, 1.604, -0.228], [1.140, 0.506, 2.209], [0.531, 0.314, 0.007], [0.679, -0.329, 1.231], [-0.834, -2.174, 0.738], [0.252, -0.482, -1.256], [-1.792, 0.716, -1.788], [0.160, -1.654, 1.430], [-1.347, -1.534, -0.264], [1.238, -1.293, -1.666], [-0.666, -0.153, -2.162], [1.620, 3.402, 0.534], [1.579, 2.455, 2.914], [0.939, 1.747, -1.310], [1.181, 0.116, 3.300], [-1.094, -3.218, 1.050], [-2.143, 0.343, -0.784], [-2.421, 0.538, -2.576], [-1.494, 1.798, -1.804], [0.262, -2.058, 2.349], [-2.256, -1.859, -0.694], [1.820, -1.758, -0.973], [1.288, -1.656, -2.531]]
}

---

[5]
{
  "formula": "C9H12N3S2",
  "method": "ωB97M-V/def2-TZVPD",
  "charge": 1,
  "largest_force_ev_per_a": 4.11,
  "e_lumo_ev": -3.57,
  "multiplicity": 1,
  "e_tot_ha": -1310.40310,
  "orbital_gap_ev": 7.965,
  "relative_energy_ev": 3.800,
  "species": ["C", "C", "C", "C", "C", "C", "C", "C", "C", "N", "N", "N", "S", "S", "H", "H", "H", "H", "H", "H", "H", "H", "H", "H", "H", "H"],
  "xyz": [[-4.623, 0.777, -0.565], [-3.794, 1.509, 0.211], [-4.303, -0.521, -0.957], [-2.637, 0.980, 0.643], [-3.029, -0.969, -0.697], [-2.188, -0.271, 0.152], [3.015, 0.269, -0.611], [0.166, -0.039, 1.270], [-0.934, -0.881, 0.595], [1.973, 0.432, -0.097], [3.947, -0.169, -1.337], [0.935, 0.909, 0.514], [-0.593, -2.463, 0.503], [6.476, -0.696, 0.156], [-5.477, 1.288, -0.819], [-3.978, 2.513, 0.554], [-4.937, -1.112, -1.477], [-1.962, 1.457, 1.408], [-2.782, -1.924, -0.922], [-0.163, 0.370, 2.237], [0.832, -0.717, 1.673], [3.636, -0.367, -2.289], [4.911, -0.435, -0.928], [0.660, 1.805, 0.249], [7.619, -0.020, 0.762], [7.230, -1.724, -0.228]]
}

---

[6]
{
  "formula": "C9H12N4O2",
  "method": "ωB97M-V/def2-TZVPD",
  "charge": 0,
  "largest_force_ev_per_a": 8.16,
  "e_lumo_ev": [-1.13, -1.15],
  "multiplicity": 1,
  "smiles": "Cn1c(=O)c2c(n(C)c1=O)=NC(C)(C)N=2",
  "e_tot_ha": -719.53305,
  "orbital_gap_ev": [7.755, 7.224],
  "relative_energy_ev": 2.929,
  "species": ["C", "C", "C", "C", "C", "C", "C", "C", "C", "N", "N", "N", "N", "O", "O", "H", "H", "H", "H", "H", "H", "H", "H", "H", "H", "H", "H"],
  "xyz": [[-0.096, 0.817, -0.020], [0.057, -0.599, 0.136], [1.123, 1.618, -0.114], [2.360, -0.562, 0.092], [-2.215, 0.116, 0.094], [-3.202, 0.315, 1.199], [-3.111, 0.171, -1.281], [1.182, -2.730, 0.015], [3.520, 1.533, -0.075], [-1.378, 1.190, -0.055], [-1.628, -1.106, 0.259], [1.182, -1.264, 0.107], [2.283, 0.807, -0.038], [1.166, 2.830, -0.116], [3.446, -1.155, 0.049], [-3.473, 1.371, 1.186], [-2.700, 0.166, 2.173], [-4.007, -0.287, 1.195], [-3.601, 1.135, -1.384], [-3.716, -0.601, -1.131], [-2.459, 0.091, -2.102], [0.127, -2.913, -0.347], [2.008, -2.760, -0.709], [1.527, -3.268, 0.973], [3.523, 2.454, -0.676], [3.699, 1.753, 0.943], [4.381, 0.878, -0.373]]
}